Entry 1:
Density functional theory data (ωB97M-V/def2-TZVPD) for an isolated molecule of C5H8N2.

Results
- Charge: 0
- HOMO level (spin up / spin down): -8.32 / -8.25 eV
- Energy above the lowest of the compared OMol25 structures with the same formula, charge and spin: 418.05 kJ/mol
- Kohn-Sham gap (spin up / spin down): 7.69 / 7.71 eV

Last column: Mulliken charge in e.
CARTESIAN COORDINATES (ANGSTROEM)
C: 2.14262 -0.59522 -0.16112  -1.19
C: 0.96318 0.25636 0.27080  0.94
C: -0.32978 -0.40296 0.09860  -0.72
C: -1.55959 0.19044 -0.12784  0.64
N: -2.62463 -0.50402 -0.66639  -0.52
C: -1.74667 1.40799 0.54376  -0.54
N: 1.07696 1.44610 0.73774  -0.72
H: 3.09106 -0.09713 0.06051  0.37
H: 2.12994 -1.55928 0.36074  0.30
H: 2.09756 -0.80556 -1.23582  0.30
H: -0.31132 -1.49441 0.13365  0.23
H: -3.52602 -0.22653 -0.30175  0.26
H: -2.50580 -1.50469 -0.75318  0.22
H: -0.94864 2.13791 0.35445  0.20
H: 2.05111 1.75100 0.68585  0.22

---

Entry 2:
Density functional theory data (ωB97M-V/def2-TZVPD) for an isolated molecule of C5H8N2 in a non-equilibrium geometry.

Results
- SMILES: C[C@H]1[C@@H](C#N)N1C
- Charge: 0
- HOMO level: -9.96 eV
- Energy above the lowest of the compared OMol25 structures with the same formula, charge and spin: 180.38 kJ/mol
- Kohn-Sham gap: 10.88 eV

Last column: Mulliken charge in e.
CARTESIAN COORDINATES (ANGSTROEM)
C: 0.39696 1.19055 -1.38291  -1.17
C: -0.31211 0.07486 -0.66292  0.12
C: 0.32127 -1.13513 0.00475  0.17
C: 1.70402 -1.50354 -0.24913  -0.18
N: 2.79235 -1.81841 -0.49497  -0.43
N: 0.03896 0.08376 0.71663  -0.31
C: -1.05628 0.15528 1.63965  -0.86
H: 1.47603 1.04021 -1.28894  0.32
H: 0.09142 1.37150 -2.41690  0.35
H: 0.18347 2.07552 -0.76585  0.23
H: -1.34789 -0.15567 -0.94477  0.42
H: -0.32105 -1.98688 0.25276  0.42
H: -1.88307 -0.52072 1.36463  0.34
H: -1.42082 1.18979 1.59739  0.28
H: -0.66327 -0.06114 2.63058  0.30